10
Properties=species:S:1:pos:R:3 method="wB97M-V/def2-TZVPD" homo_energy_ev=-10.0 orbital_gap_ev=10.49 energy_ev=-41540.32760 spin_multiplicity=1 e_above_lowest_kcal_mol=7.5
O 1.110 0.758 -1.467
C -0.091 0.638 -1.279
Cl -1.179 0.591 -2.681
N -0.715 0.270 -0.156
C 0.128 -0.009 0.999
S 0.479 -1.761 1.142
Cl -0.686 0.558 2.400
H -1.670 0.025 -0.112
H 1.214 0.528 0.909
H 1.410 -1.597 0.246